# 1
The following is a DFT calculation (the ωB97M-V functional and the def2-TZVPD basis) of a cluster of 5 separate species, C23H62BN4O5 in total at a distorted geometry.

Summary:
- Gap between HOMO and LUMO: 6.36 eV
- Charge: -1
- HOMO: -4.16 eV
- E_LUMO: 0.081 Ha
- Total energy: -1533.48699 Eh
- Spin multiplicity: 1

The geometry in XYZ format:
```
95
Properties=species:S:1:pos:R:3:lowdin_charge:R:1
C -5.520 0.116 -2.523 -0.122
C -5.221 1.659 -2.523 -0.256
C -3.859 1.870 -3.243 -0.270
C -2.659 1.140 -2.536 -0.233
B -2.213 1.872 -1.106 -0.488
C -2.152 0.773 0.129 -0.221
O -2.692 1.351 1.350 -0.212
C -4.091 1.219 1.432 -0.296
C -4.732 2.632 1.542 -0.090
H -4.997 -0.307 -1.645 0.053
H -6.596 -0.108 -2.450 0.055
H -5.061 -0.352 -3.411 0.065
H -5.988 2.181 -3.134 0.088
H -5.251 2.073 -1.504 0.079
H -3.939 1.416 -4.257 0.087
H -3.595 2.940 -3.337 0.098
H -2.810 0.045 -2.440 0.069
H -1.789 1.274 -3.227 0.052
H -3.066 2.697 -0.872 0.041
H -1.142 2.431 -1.245 0.030
H -2.716 -0.136 -0.204 0.078
H -1.094 0.458 0.273 0.077
H -4.314 0.701 2.391 0.095
H -4.519 0.671 0.572 0.105
H -5.832 2.525 1.650 0.057
H -4.505 3.261 0.670 0.051
H -4.326 3.129 2.441 0.067
C 3.463 0.903 3.661 -0.077
C 3.672 0.770 2.156 -0.427
C 2.360 0.645 1.362 -0.203
O 1.759 -0.636 1.424 -0.195
C 0.955 -0.859 2.570 -0.108
N 4.572 -0.360 1.899 0.039
H 3.181 -0.042 4.126 0.060
H 4.385 1.233 4.143 0.070
H 2.688 1.639 3.885 0.079
H 4.170 1.684 1.817 0.134
H 2.592 0.807 0.305 0.120
H 1.642 1.423 1.644 0.125
H 0.435 0.049 2.887 0.094
H 1.558 -1.257 3.392 0.068
H 0.209 -1.610 2.311 0.088
H 4.780 -0.389 0.903 0.058
H 4.038 -1.211 2.058 0.070
C 7.428 -1.706 0.451 -0.074
C 7.733 -1.619 -1.040 -0.430
C 9.233 -1.722 -1.369 -0.210
O 9.972 -0.539 -1.115 -0.192
C 10.389 -0.379 0.229 -0.110
N 7.141 -0.386 -1.571 0.042
H 7.683 -0.790 0.984 0.066
H 6.364 -1.877 0.607 0.056
H 7.969 -2.534 0.915 0.079
H 7.238 -2.468 -1.523 0.135
H 9.330 -1.900 -2.444 0.119
H 9.695 -2.582 -0.868 0.116
H 10.635 -1.336 0.697 0.089
H 9.623 0.139 0.811 0.076
H 11.283 0.246 0.229 0.085
H 7.262 -0.371 -2.581 0.072
H 7.713 0.389 -1.247 0.069
C 2.628 1.723 -5.663 -0.076
C 1.699 0.670 -6.256 -0.434
C 0.512 0.315 -5.344 -0.211
O 0.845 -0.539 -4.262 -0.191
C 1.383 0.126 -3.129 -0.098
N 2.489 -0.516 -6.608 0.029
H 3.259 1.322 -4.870 0.061
H 3.296 2.115 -6.434 0.070
H 2.060 2.563 -5.258 0.080
H 1.284 1.087 -7.179 0.130
H -0.217 -0.241 -5.942 0.120
H -0.004 1.213 -4.986 0.114
H 0.936 1.113 -2.980 0.091
H 2.470 0.211 -3.223 0.069
H 1.174 -0.481 -2.248 0.090
H 1.885 -1.181 -7.084 0.066
H 2.726 -0.987 -5.738 0.065
C -6.663 -1.982 6.476 -0.077
C -6.773 -2.814 5.202 -0.434
C -6.204 -2.110 3.957 -0.208
O -7.048 -1.110 3.415 -0.188
C -6.944 0.157 4.043 -0.108
N -8.173 -3.210 5.013 0.032
H -7.392 -1.172 6.507 0.062
H -6.844 -2.608 7.352 0.072
H -5.666 -1.549 6.576 0.078
H -6.182 -3.722 5.358 0.132
H -6.097 -2.859 3.168 0.122
H -5.201 -1.709 4.145 0.120
H -5.925 0.368 4.375 0.088
H -7.640 0.226 4.884 0.071
H -7.233 0.915 3.314 0.083
H -8.229 -3.838 4.216 0.069
H -8.680 -2.384 4.705 0.067
```

# 2
The following is a DFT calculation (the ωB97M-V functional and the def2-TZVPD basis) of a structure of composition C35H63N6NaO2SSb.

Summary:
- Relative energy (zero: lowest compared OMol25 entry of this formula, charge and spin): 1.4594 eV
- Gap between HOMO and LUMO: 5.43 eV
- Charge: -1
- HOMO: -3.48 eV
- E_LUMO: 0.072 Ha
- Total energy: -2651.29022 Eh
- Spin multiplicity: 1

The geometry in XYZ format:
```
109
Properties=species:S:1:pos:R:3:lowdin_charge:R:1
Na 1.343 -0.175 0.938 0.242
C 5.226 1.791 3.229 -0.106
N 4.234 1.394 2.258 -0.209
C 3.335 2.479 1.946 -0.090
C 4.778 0.745 1.098 -0.205
C 5.745 1.381 0.333 -0.051
C 6.313 0.784 -0.783 -0.131
C 5.872 -0.485 -1.140 -0.121
C 4.901 -1.123 -0.397 -0.053
C 4.320 -0.543 0.751 -0.247
N 3.288 -1.108 1.453 0.037
C 3.233 -2.438 1.676 -0.243
C 4.349 -3.312 1.640 -0.046
C 4.242 -4.654 1.936 -0.128
C 3.030 -5.220 2.305 -0.135
C 1.932 -4.376 2.408 -0.066
C 2.011 -3.028 2.118 -0.204
N 0.860 -2.179 2.358 -0.234
C 0.596 -2.044 3.779 -0.094
C -0.332 -2.601 1.644 -0.100
H 5.820 2.671 2.917 0.074
H 5.911 0.964 3.413 0.088
H 4.733 2.049 4.169 0.078
H 3.859 3.360 1.529 0.089
H 2.806 2.792 2.847 0.070
H 2.587 2.172 1.217 0.059
H 6.063 2.375 0.630 0.104
H 7.072 1.297 -1.360 0.085
H 6.274 -0.978 -2.018 0.094
H 4.545 -2.097 -0.708 0.110
H 5.315 -2.906 1.378 0.098
H 5.131 -5.273 1.885 0.091
H 2.944 -6.275 2.528 0.079
H 0.980 -4.777 2.738 0.098
H 0.249 -2.990 4.226 0.082
H -0.156 -1.269 3.935 0.035
H 1.509 -1.736 4.283 0.097
H -0.704 -3.591 1.956 0.081
H -0.125 -2.640 0.574 0.071
H -1.130 -1.875 1.815 0.074
N 3.098 1.397 -2.357 0.017
C 2.461 2.586 -1.806 -0.197
C 1.206 2.268 -0.969 -0.717
O 0.492 3.224 -0.633 -0.040
O 1.023 1.057 -0.664 -0.166
H 3.009 0.651 -1.671 0.049
H 4.094 1.554 -2.473 0.050
H 2.161 3.279 -2.597 0.103
H 3.120 3.151 -1.128 0.101
C -2.666 -3.520 -1.672 -0.146
C -2.320 -2.696 -2.912 -0.718
C -1.166 -3.402 -3.627 -0.153
C -3.530 -2.708 -3.836 -0.118
Sb -1.422 -0.804 -2.179 1.638
C -3.134 0.307 -1.358 -0.708
C -2.707 1.749 -1.102 -0.129
C -4.400 0.308 -2.200 -0.113
C -3.432 -0.313 0.004 -0.143
C -0.974 0.240 -4.058 -0.705
C -1.877 -0.100 -5.237 -0.128
C 0.466 -0.163 -4.385 -0.141
C -1.005 1.750 -3.854 -0.116
H -2.890 -4.550 -1.974 0.079
H -3.547 -3.138 -1.160 0.058
H -1.847 -3.561 -0.951 0.057
H -1.445 -4.443 -3.828 0.079
H -0.252 -3.416 -3.030 0.071
H -0.930 -2.938 -4.583 0.055
H -3.772 -3.749 -4.085 0.080
H -3.358 -2.183 -4.775 0.052
H -4.417 -2.283 -3.374 0.052
H -2.754 2.358 -2.000 0.062
H -1.700 1.845 -0.696 0.054
H -3.404 2.184 -0.379 0.066
H -4.233 0.734 -3.191 0.068
H -5.167 0.919 -1.707 0.081
H -4.818 -0.689 -2.327 0.051
H -2.580 -0.212 0.680 0.063
H -3.707 -1.366 -0.039 0.057
H -4.273 0.230 0.449 0.070
H -1.734 -1.124 -5.585 0.058
H -1.627 0.560 -6.075 0.082
H -2.936 0.039 -5.016 0.062
H 0.571 -1.240 -4.533 0.057
H 1.172 0.145 -3.613 0.052
H 0.769 0.326 -5.317 0.083
H -2.026 2.134 -3.873 0.066
H -0.468 2.219 -4.685 0.087
H -0.536 2.084 -2.934 0.059
C -2.433 5.215 2.535 -0.074
C -3.134 3.905 2.212 -0.247
N -2.173 2.844 1.957 -0.011
C -1.753 1.955 2.895 -0.860
S -0.144 1.559 2.996 0.731
N -2.689 1.415 3.729 -0.007
C -4.038 1.038 3.328 -0.264
C -5.022 1.224 4.469 -0.088
H -3.161 6.002 2.735 0.070
H -1.809 5.537 1.702 0.080
H -1.792 5.102 3.408 0.078
H -3.778 4.017 1.332 0.111
H -3.771 3.603 3.043 0.097
H -1.407 3.100 1.337 0.102
H -2.258 0.786 4.391 0.109
H -4.033 -0.005 2.989 0.113
H -4.324 1.637 2.465 0.096
H -4.738 0.624 5.335 0.072
H -6.022 0.916 4.166 0.072
H -5.060 2.265 4.785 0.068
```

# 3
The following is a DFT calculation (the ωB97M-V functional and the def2-TZVPD basis) of a cluster of 8 separate species, C4H26N2O8 in total at a distorted geometry.

Summary:
- Relative energy (zero: lowest compared OMol25 entry of this formula, charge and spin): 1.1898 eV
- Structure (SMILES): NCC[C@@H](N)CO.O.O.O.O.O.O.O
- Gap between HOMO and LUMO: 9.48 eV
- Charge: 0
- HOMO: -9.20 eV
- E_LUMO: 0.010 Ha
- Total energy: -879.37545 Eh
- Spin multiplicity: 1

The geometry in XYZ format:
```
40
Properties=species:S:1:pos:R:3:nbo_charge:R:1
N -0.154 0.750 -1.051 -0.864
C -0.706 1.790 -0.117 -0.232
C 0.361 2.394 0.765 -0.429
C 0.974 1.272 1.676 -0.102
N 2.114 0.467 1.191 -0.862
C 1.531 1.949 2.976 -0.079
O 2.964 2.256 2.840 -0.748
H 0.583 1.138 -1.668 0.359
H 0.283 -0.007 -0.541 0.353
H -1.039 2.555 -0.836 0.197
H -1.628 1.393 0.382 0.199
H 1.152 2.930 0.268 0.204
H -0.163 3.079 1.446 0.214
H 0.189 0.592 2.018 0.212
H 2.749 0.996 0.588 0.367
H 2.640 0.097 1.963 0.376
H 1.146 2.942 3.199 0.179
H 1.534 1.190 3.773 0.185
H 3.148 2.813 2.056 0.458
O -3.451 -1.947 -0.506 -0.975
H -3.003 -2.477 -1.172 0.507
H -4.406 -2.047 -0.542 0.484
O 2.638 -0.190 -1.947 -0.951
H 1.743 -0.327 -2.290 0.480
H 3.136 -0.251 -2.772 0.475
O -1.242 -0.983 1.539 -0.936
H -2.086 -0.622 1.240 0.480
H -0.622 -0.614 0.905 0.472
O -0.488 -2.337 -3.321 -0.971
H 0.091 -2.230 -2.558 0.489
H -1.416 -2.265 -3.105 0.476
O -1.281 -3.176 0.021 -0.989
H -1.700 -2.728 0.758 0.499
H -0.365 -3.359 0.247 0.480
O -3.651 0.643 -1.767 -0.977
H -3.530 -0.144 -1.214 0.488
H -2.839 1.152 -1.805 0.474
O 1.223 -2.156 -0.849 -0.984
H 1.621 -2.917 -1.285 0.479
H 1.954 -1.623 -0.504 0.513
```

# 4
The following is a DFT calculation (the ωB97M-V functional and the def2-TZVPD basis) of a cluster of 11 separate species, C22H44O44S11 in total at a distorted geometry.

Summary:
- Relative energy (zero: lowest compared OMol25 entry of this formula, charge and spin): 2.9836 eV
- Structure (SMILES): O=S1(=O)OCCO1.O=S1(=O)OCCO1.O=S1(=O)OCCO1.O=S1(=O)OCCO1.O=S1(=O)OCCO1.O=S1(=O)OCCO1.O=S1(=O)OCCO1.O=S1(=O)OCCO1.O=S1(=O)OCCO1.O=S1(=O)OCCO1.O=S1(=O)OCCO1
- Gap between HOMO and LUMO: 9.19 eV
- Charge: 0
- HOMO: -10.07 eV
- E_LUMO: -0.032 Ha
- Total energy: -8554.96427 Eh
- Spin multiplicity: 1

The geometry in XYZ format:
```
121
Properties=species:S:1:pos:R:3:lowdin_charge:R:1
O -3.309 1.814 0.148 -0.209
S -4.443 0.987 0.444 0.678
O -4.487 -0.313 -0.203 -0.232
O -4.684 0.866 2.041 -0.214
C -6.091 0.973 2.312 -0.153
C -6.580 2.021 1.349 -0.160
O -5.832 1.791 0.146 -0.173
H -6.550 0.010 2.083 0.137
H -6.113 1.264 3.359 0.142
H -6.462 3.024 1.767 0.123
H -7.623 1.974 1.039 0.140
O 4.696 0.311 -5.963 -0.225
S 3.317 -0.090 -5.910 0.677
O 2.622 -0.423 -7.114 -0.221
O 3.153 -1.367 -4.872 -0.194
C 2.797 -0.914 -3.583 -0.205
C 2.572 0.586 -3.609 -0.161
O 2.424 0.896 -4.985 -0.198
H 1.904 -1.474 -3.293 0.128
H 3.561 -1.205 -2.863 0.093
H 3.342 1.213 -3.159 0.132
H 1.640 0.805 -3.087 0.120
O -2.338 -5.122 -4.040 -0.217
S -1.903 -4.055 -3.171 0.708
O -0.545 -3.611 -3.115 -0.224
O -2.809 -2.697 -3.372 -0.204
C -3.038 -2.090 -2.098 -0.184
C -2.535 -3.017 -1.007 -0.208
O -2.361 -4.272 -1.582 -0.172
H -2.475 -1.154 -2.134 0.108
H -4.094 -1.824 -2.063 0.115
H -3.319 -3.032 -0.247 0.128
H -1.634 -2.609 -0.545 0.116
O 8.598 0.139 -2.290 -0.228
S 7.862 -1.033 -2.671 0.658
O 7.999 -1.602 -3.981 -0.211
O 8.021 -2.197 -1.549 -0.199
C 7.098 -1.972 -0.482 -0.151
C 6.045 -0.934 -0.979 -0.169
O 6.282 -0.856 -2.369 -0.198
H 6.777 -2.950 -0.138 0.128
H 7.659 -1.439 0.291 0.123
H 6.093 -0.014 -0.400 0.130
H 5.059 -1.367 -0.806 0.107
O 1.237 -1.191 1.683 -0.231
S 1.338 -0.622 0.369 0.631
O 2.413 -1.024 -0.479 -0.221
O -0.014 -0.802 -0.471 -0.196
C -0.886 0.330 -0.377 -0.166
C -0.118 1.372 0.475 -0.153
O 1.246 0.975 0.559 -0.190
H -1.064 0.831 -1.328 0.113
H -1.816 -0.003 0.077 0.087
H -0.539 1.368 1.484 0.107
H -0.156 2.383 0.080 0.138
O -1.471 4.692 2.656 -0.218
S -2.245 3.746 3.410 0.639
O -1.757 2.403 3.511 -0.225
O -2.426 4.337 4.890 -0.195
C -3.761 4.712 5.226 -0.126
C -4.360 4.927 3.811 -0.145
O -3.825 3.822 3.032 -0.219
H -4.328 3.871 5.626 0.132
H -3.679 5.614 5.818 0.140
H -3.887 5.825 3.404 0.127
H -5.428 4.956 3.623 0.130
O -1.365 0.755 -3.877 -0.241
S -1.541 0.752 -5.300 0.668
O -0.629 1.500 -6.102 -0.203
O -1.797 -0.775 -5.834 -0.184
C -2.952 -0.801 -6.662 -0.163
C -3.894 0.198 -6.021 -0.180
O -3.055 1.292 -5.649 -0.198
H -2.619 -0.382 -7.615 0.137
H -3.420 -1.771 -6.791 0.141
H -4.322 -0.121 -5.061 0.125
H -4.812 0.462 -6.545 0.134
O 5.213 -4.669 -4.416 -0.203
S 3.847 -4.582 -4.011 0.642
O 2.874 -4.187 -4.962 -0.205
O 3.368 -5.978 -3.362 -0.169
C 2.490 -5.721 -2.311 -0.185
C 3.034 -4.444 -1.625 -0.167
O 3.661 -3.690 -2.656 -0.204
H 1.498 -5.432 -2.677 0.115
H 2.300 -6.502 -1.577 0.137
H 3.780 -4.512 -0.826 0.127
H 2.200 -3.975 -1.094 0.123
O 4.288 4.355 3.502 -0.222
S 3.426 4.094 2.393 0.670
O 3.005 2.716 2.187 -0.245
O 2.158 5.067 2.221 -0.185
C 2.325 5.971 1.133 -0.178
C 3.302 5.291 0.211 -0.178
O 4.253 4.685 1.090 -0.186
H 1.385 6.223 0.640 0.135
H 2.645 6.963 1.465 0.133
H 3.888 5.962 -0.412 0.139
H 2.775 4.561 -0.406 0.132
O 1.056 -1.425 7.953 -0.222
S 1.231 -0.152 7.343 0.640
O 1.833 0.892 8.122 -0.234
O 1.947 -0.282 5.890 -0.192
C 1.446 0.683 4.972 -0.128
C 0.007 0.987 5.457 -0.150
O -0.192 0.283 6.703 -0.210
H 2.076 1.556 5.155 0.128
H 1.527 0.352 3.941 0.122
H -0.863 0.681 4.881 0.092
H -0.213 2.025 5.716 0.119
O -1.257 -1.140 2.592 -0.224
S -1.406 -2.294 3.410 0.653
O -0.306 -3.050 3.926 -0.191
O -2.325 -1.833 4.666 -0.198
C -3.696 -1.821 4.229 -0.151
C -3.773 -3.103 3.403 -0.177
O -2.494 -3.382 2.841 -0.184
H -4.424 -1.828 5.031 0.136
H -3.703 -0.907 3.624 0.106
H -4.510 -3.211 2.607 0.129
H -4.041 -3.893 4.113 0.131
```

# 5
The following is a DFT calculation (the ωB97M-V functional and the def2-TZVPD basis) of a cluster of 2 separate species, CH9N3 in total at a distorted geometry.

Summary:
- Relative energy (zero: lowest compared OMol25 entry of this formula, charge and spin): 0.3530 eV
- Structure (SMILES): NCN.N
- Gap between HOMO and LUMO: 10.14 eV
- Charge: 0
- HOMO: -9.55 eV
- E_LUMO: 0.022 Ha
- Total energy: -207.74017 Eh
- Spin multiplicity: 1

The geometry in XYZ format:
```
13
Properties=species:S:1:pos:R:3:nbo_charge:R:1
N -0.460 -1.762 -1.901 -0.824
C -0.399 -0.320 -1.815 -0.055
N 0.880 0.153 -1.236 -0.859
H -0.401 -2.164 -0.967 0.340
H 0.361 -2.143 -2.360 0.358
H -1.179 0.042 -1.139 0.159
H -0.469 -0.011 -2.859 0.183
H 0.925 1.159 -1.338 0.354
H 0.919 -0.090 -0.252 0.345
N 0.032 1.137 3.794 -1.036
H -0.640 0.604 3.247 0.347
H -0.326 2.091 3.741 0.347
H 0.757 1.303 3.084 0.343
```

# 6
The following is a DFT calculation (the ωB97M-V functional and the def2-TZVPD basis) of a cluster of 2 separate species, C2H4F4N2 in total at a distorted geometry.

Summary:
- Relative energy (zero: lowest compared OMol25 entry of this formula, charge and spin): 1.7487 eV
- Gap between HOMO and LUMO: 9.40 eV
- Charge: 0
- HOMO: -9.27 eV
- E_LUMO: 0.005 Ha
- Total energy: -587.54078 Eh
- Spin multiplicity: 1

The geometry in XYZ format:
```
12
Properties=species:S:1:pos:R:3:nbo_charge:R:1
C -0.630 -0.103 -0.032 0.575
C -2.198 -0.314 0.065 0.938
N -0.134 -0.132 1.265 -0.759
N -0.018 -0.353 -1.186 -0.736
F -1.052 2.180 -0.328 -0.823
F -2.713 0.481 0.998 -0.287
F -2.763 -0.021 -1.108 -0.309
F -2.515 -1.576 0.245 -0.301
H 0.741 0.287 1.570 0.418
H -0.884 0.231 1.799 0.415
H -0.537 -0.083 -2.042 0.453
H 0.990 -0.145 -1.163 0.416
```

# 7
The following is a DFT calculation (the ωB97M-V functional and the def2-TZVPD basis) of the molecule C4H13N3 at a distorted geometry.

Summary:
- Relative energy (zero: lowest compared OMol25 entry of this formula, charge and spin): 2.7457 eV
- Structure (SMILES): NCCNCCN
- Gap between HOMO and LUMO: 8.83 eV
- Charge: 0
- HOMO: -7.70 eV
- E_LUMO: 0.042 Ha
- Total energy: -324.37403 Eh
- Spin multiplicity: 1

The geometry in XYZ format:
```
20
Properties=species:S:1:pos:R:3:nbo_charge:R:1
N -0.255 -1.567 -2.752 -0.802
C 0.271 -1.919 -1.442 -0.255
C -0.586 -1.425 -0.325 -0.209
N -0.131 -0.047 0.086 -0.717
C -0.208 0.461 1.422 -0.206
C 0.504 1.787 1.765 -0.232
N 0.213 2.673 0.625 -0.852
H 0.408 -2.085 -3.376 0.341
H 0.153 -0.667 -3.075 0.343
H 0.039 -3.024 -1.368 0.196
H 1.201 -1.507 -1.134 0.196
H -0.709 -2.118 0.530 0.187
H -1.638 -1.187 -0.486 0.202
H 0.547 0.642 -0.308 0.399
H 0.031 -0.278 2.209 0.161
H -1.274 0.574 1.652 0.142
H 1.589 1.576 1.901 0.188
H -0.007 1.985 2.752 0.176
H -0.763 2.609 0.409 0.374
H 0.615 3.517 0.915 0.365
```